Entry 1:
# C17H30BrCl4F2N2O2S2

A 2-piece molecular cluster, C17H30BrCl4F2N2O2S2 overall in a non-equilibrium geometry (ωB97M-V/def2-TZVPD, the OMol25 dataset).

Output
Max |F| ... 2.12 eV/Å
Orbital gap ... 5.9 eV
Charge ... +1
HOMO ... -0.3990 Ha

Positions of all 60 atoms, in Å:
1 Br 4.225 -1.333 -1.966
2 C 2.223 4.351 1.215
3 C -2.662 -1.372 1.284
4 H 2.452 4.807 2.171
5 O 0.386 0.270 -0.029
6 H 1.221 4.666 0.920
7 H -2.627 0.737 1.082
8 H -3.204 -2.093 1.894
9 C -4.694 0.159 0.911
10 H -0.325 -0.700 -2.542
11 Cl -3.969 4.125 -2.150
12 O 2.299 2.935 1.347
13 H 2.866 -1.909 1.529
14 C 0.288 -1.088 -0.466
15 Cl -1.436 4.945 -3.259
16 C 1.427 2.290 0.464
17 H -4.950 -0.717 0.310
18 C 1.577 -3.083 -1.474
19 H -5.549 1.429 -0.476
20 N 2.894 -1.155 -0.527
21 H 0.726 1.114 2.817
22 S 4.386 0.565 0.900
23 H -2.329 -2.110 -2.583
24 H 0.957 -3.663 -0.803
25 H -0.477 -2.949 0.421
26 C 4.365 -2.939 0.439
27 C -1.175 -1.344 1.689
28 H -0.918 -0.331 1.973
29 H -0.888 -3.067 -2.451
30 H 1.601 -1.072 -2.132
31 C -3.305 0.006 1.531
32 H 0.744 -2.135 1.316
33 C -2.238 4.237 -1.854
34 H -3.903 1.507 -0.425
35 C -1.502 -2.351 -1.915
36 C 1.577 -1.585 -1.173
37 C 3.346 -2.033 0.562
38 F -1.756 -0.113 -1.310
39 C -0.785 -1.055 -1.617
40 N -4.741 1.403 0.131
41 H 1.530 2.621 -0.570
42 H 5.405 -2.666 0.313
43 H 4.116 -3.987 0.596
44 H -5.408 0.297 1.722
45 C 1.550 0.753 0.574
46 H 2.570 -3.513 -1.491
47 H 4.822 1.666 0.277
48 C 2.886 0.358 -0.122
49 H -3.293 0.200 2.604
50 S 1.713 0.335 2.365
51 H 2.905 4.686 0.432
52 H -1.929 -2.845 -1.051
53 H 0.390 2.500 0.753
54 Cl -1.954 5.253 -0.438
55 H -2.831 -1.593 0.235
56 H -1.093 -1.933 2.604
57 Cl -1.587 2.614 -1.565
58 H 1.174 -3.219 -2.474
59 F 3.063 1.085 -1.248
60 C -0.158 -1.959 0.729


Entry 2:
# C17H30Cl12F3N3O5

A 8-piece molecular cluster, C17H30Cl12F3N3O5 overall in a non-equilibrium geometry (ωB97M-V/def2-TZVPD, the OMol25 dataset).

Output
Max |F| ... 4.24 eV/Å
Orbital gap ... 9.5 eV
SMILES string ... CCOC(=O)C(F)(F)F.ClC(Cl)Cl.ClC(Cl)Cl.ClC(Cl)Cl.ClC(Cl)Cl.CN(C)C=O.CN(C)C=O.CN(C)C=O
HOMO ... -0.3466 Ha

Positions of all 70 atoms, in Å:
1 F -1.443 -2.269 2.339
2 H 8.121 -0.851 -2.432
3 Cl -5.143 -0.845 5.034
4 Cl -4.743 0.683 -1.901
5 H 1.418 0.953 4.401
6 H -2.446 2.316 1.101
7 Cl -2.776 -5.030 -7.086
8 N 6.032 -0.218 -2.169
9 H 1.889 -1.683 -1.743
10 Cl 3.411 -0.457 3.110
11 H -4.637 -4.468 -5.815
12 Cl -3.859 -6.501 -4.783
13 C -3.721 3.796 -0.563
14 C -1.563 1.506 5.548
15 C 4.732 -0.215 -2.845
16 C 7.114 -0.953 -2.837
17 Cl -5.964 -1.860 -1.086
18 C 4.519 -0.177 1.738
19 N -2.510 3.306 -0.754
20 O 0.507 -1.685 -0.306
21 H 6.846 -1.992 -2.650
22 C 0.354 -3.000 -2.379
23 H -4.143 3.237 0.286
24 Cl -5.346 1.245 2.802
25 H -0.977 3.076 0.623
26 C -1.642 3.686 -1.853
27 H 0.476 3.403 3.671
28 C -0.603 -1.304 1.832
29 H -0.793 4.351 -1.694
30 H -1.322 1.026 6.509
31 H 0.943 0.579 5.955
32 C -3.660 -4.885 -5.570
33 H -0.481 2.312 2.798
34 C 0.801 -1.708 -1.684
35 Cl 3.713 -0.912 0.293
36 H -3.398 0.064 3.572
37 H -1.465 1.571 -0.087
38 H 0.924 -3.154 -3.296
39 C -4.718 -1.104 -2.028
40 H 4.657 0.886 1.543
41 C -1.841 2.546 0.224
42 H 3.844 0.180 -2.352
43 H -1.358 3.487 3.663
44 Cl 5.991 -0.984 2.122
45 Cl -4.858 -1.548 -3.728
46 H -1.276 2.774 -2.325
47 C 6.410 0.594 -1.168
48 C 0.913 1.410 5.251
49 H 4.858 0.440 -3.707
50 O -4.327 4.719 -1.107
51 H 7.173 -0.648 -3.882
52 N -0.439 1.968 4.927
53 F -1.081 -0.138 2.191
54 H 0.608 -3.887 -1.798
55 Cl -2.781 -3.817 -4.448
56 F 0.554 -1.509 2.378
57 Cl -4.390 -1.481 2.250
58 H -2.213 4.173 -2.643
59 H 7.424 0.300 -0.855
60 C -0.468 2.862 3.739
61 O -2.731 1.689 5.157
62 C -4.451 -0.198 3.472
63 H -3.746 -1.448 -1.673
64 H 4.505 -1.230 -3.170
65 C -0.657 -1.391 0.249
66 O 5.695 1.433 -0.640
67 H -0.694 -3.079 -2.667
68 H 0.418 -0.833 -2.210
69 H 1.536 2.246 5.569
70 O -1.722 -1.352 -0.409


Entry 3:
# C17H30Cl3MoNO3P2

C17H30Cl3MoNO3P2 as an isolated structure in a non-equilibrium geometry (ωB97M-V/def2-TZVPD, the OMol25 dataset).

Output
Max |F| ... 4.47 eV/Å
2S+1 ... 3
Expectation value of S² ... 2.047
Orbital gap (spin up / spin down) ... 5.3 / 7.0 eV
HOMO (spin up / spin down) ... -0.2159 / -0.2771 Ha

Positions of all 57 atoms, in Å:
1 H 2.622 0.743 3.595
2 H 1.334 0.841 0.049
3 H -0.684 4.553 1.797
4 C -1.569 1.095 -2.836
5 C 2.739 -1.658 1.485
6 H 0.897 -4.293 -0.379
7 O -0.014 -0.614 2.155
8 H 0.940 -3.248 1.036
9 O 3.631 -0.777 1.695
10 H 2.109 -1.804 4.018
11 H -0.616 -3.590 0.291
12 H 3.067 -1.823 -0.663
13 H 0.176 -3.368 -2.887
14 C -1.635 2.336 -4.904
15 P -1.152 2.253 1.096
16 N -0.901 0.754 -1.681
17 C 1.101 -1.441 3.986
18 C 1.727 0.854 2.991
19 H 1.104 1.643 3.429
20 C 3.003 -3.158 2.078
21 Cl 3.303 -4.414 0.764
22 H 2.008 1.161 1.978
23 O 1.899 -1.363 0.589
24 P 0.670 -1.995 -0.998
25 H -1.181 1.543 3.436
26 H 0.019 2.399 -3.486
27 H -2.199 3.231 -0.868
28 H -3.411 2.061 -6.106
29 C -2.848 0.541 -3.110
30 C -3.490 0.896 -4.286
31 H -2.985 3.778 0.641
32 C -1.899 1.976 2.735
33 C 2.421 -2.014 -1.504
34 H 2.679 -2.985 -1.919
35 C 0.959 -0.413 2.923
36 C -2.896 1.789 -5.186
37 H 0.874 -1.003 4.948
38 C 0.445 -3.418 0.089
39 C -2.544 2.918 0.124
40 H 0.753 3.508 1.979
41 Cl 1.860 -4.121 3.198
42 H -4.468 0.470 -4.502
43 C -0.107 3.738 1.341
44 H -3.284 -0.149 -2.385
45 H 0.276 4.073 0.369
46 H 2.599 -1.204 -2.197
47 H 0.412 -2.251 3.791
48 C -0.217 -2.427 -2.501
49 Cl 4.515 -3.080 2.979
50 H -2.275 2.921 3.143
51 H -3.305 2.142 -0.006
52 H -1.171 3.030 -5.599
53 H -1.284 -2.538 -2.291
54 C -0.963 2.002 -3.742
55 Mo -0.208 0.271 -0.061
56 H -2.732 1.274 2.628
57 H -0.103 -1.645 -3.257


Entry 4:
# C17H30ClErI2N2OP2

C17H30ClErI2N2OP2 as an isolated structure in a non-equilibrium geometry (ωB97M-V/def2-TZVPD, the OMol25 dataset).

Output
Max |F| ... 3.05 eV/Å
2S+1 ... 4
Expectation value of S² ... 3.753
Orbital gap (spin up / spin down) ... 4.1 / 4.1 eV
Charge ... +2
HOMO (spin up / spin down) ... -0.5105 / -0.5106 Ha

Positions of all 56 atoms, in Å:
1 C -3.291 0.449 -4.016
2 H -1.654 0.040 4.298
3 C -3.633 1.163 -1.020
4 P -2.781 0.090 -2.261
5 C -3.259 -1.657 -1.777
6 Er 0.166 0.164 -2.310
7 C 0.546 0.977 4.368
8 C -2.241 -3.239 3.698
9 C 0.847 1.991 2.117
10 Cl 0.165 -1.804 -3.687
11 C 1.515 3.188 2.661
12 H 3.288 -1.806 -0.732
13 H -3.346 2.201 -1.244
14 C 0.219 0.285 0.843
15 H 5.183 1.048 -1.112
16 H 1.866 3.777 1.808
17 C 3.599 0.452 -3.984
18 N 0.052 -0.062 2.181
19 H 0.310 0.023 4.828
20 H -2.689 -2.345 -2.442
21 H 0.751 2.170 -0.129
22 H 2.376 2.883 3.281
23 C -1.401 -3.427 2.594
24 H -4.368 0.380 -4.227
25 H -2.947 1.468 -4.248
26 H 0.816 3.760 3.282
27 C 4.101 1.162 -1.075
28 C -0.689 -1.136 2.742
29 H -2.742 -0.254 -4.668
30 I -0.240 2.720 -3.395
31 N 0.390 1.038 2.930
32 H -2.863 -4.039 4.053
33 H -1.368 -4.390 2.075
34 O 0.032 -0.536 -0.155
35 H -4.725 1.119 -0.960
36 C -1.559 -0.927 3.831
37 H 3.849 2.205 -1.327
38 I 0.529 1.136 -5.948
39 C 3.612 -1.654 -1.784
40 H -4.332 -1.907 -1.834
41 H 3.242 1.471 -4.216
42 H 3.765 0.928 -0.053
43 H -2.928 -1.830 5.184
44 H 3.051 -2.343 -2.455
45 H 0.121 -2.541 1.287
46 P 3.114 0.102 -2.224
47 H -0.081 1.766 4.782
48 H 3.048 -0.261 -4.630
49 H 4.680 0.387 -4.176
50 C -2.303 -2.005 4.339
51 C -0.589 -2.390 2.122
52 H 1.605 1.152 4.596
53 C 0.657 1.631 0.814
54 H -3.236 0.879 -0.042
55 H -2.922 -1.793 -0.726
56 H 4.693 -1.858 -1.857


Entry 5:
# C17H30CrFGeN2

C17H30CrFGeN2 as an isolated structure (ωB97M-V/def2-TZVPD, the OMol25 dataset).

Output
Max |F| ... 0.45 eV/Å
2S+1 ... 5
Expectation value of S² ... 6.375
Orbital gap (spin up / spin down) ... 6.5 / 6.8 eV
Charge ... -1
HOMO (spin up / spin down) ... -0.1308 / -0.1403 Ha

Positions of all 52 atoms, in Å:
1 H -1.787 2.704 -0.917
2 H 3.844 -0.022 0.617
3 H -1.922 -4.743 1.574
4 H 1.957 1.240 1.654
5 H 1.075 3.929 2.850
6 H -0.382 0.885 -0.718
7 H -1.202 4.816 0.302
8 H 1.060 1.846 -0.454
9 H -2.102 1.238 1.341
10 C -1.284 -3.427 -2.223
11 H 2.038 3.719 1.286
12 C -1.675 3.345 1.647
13 H 0.941 1.415 3.061
14 H -4.288 -2.430 -1.127
15 C 3.791 1.221 -1.129
16 C -1.357 -4.672 0.641
17 H 4.569 1.880 -0.760
18 H -0.296 -4.602 0.893
19 H -2.019 -0.635 0.100
20 H 1.521 -2.672 -0.455
21 H 3.526 2.295 -2.981
22 C -1.336 1.847 1.824
23 Ge -1.929 -3.107 -0.390
24 H -1.615 -4.404 -2.591
25 Cr 0.233 -1.156 1.345
26 C -1.313 -1.450 0.314
27 F 0.363 -0.973 3.209
28 H 1.035 -1.157 -2.390
29 C 0.012 1.742 -0.174
30 C 3.382 0.144 -0.351
31 C 1.827 -0.501 -2.041
32 H -1.662 -2.652 -2.895
33 H -1.348 1.575 2.880
34 C -3.889 -3.241 -0.511
35 C 1.858 -1.804 0.113
36 H -0.192 -3.394 -2.246
37 N -0.858 3.907 0.574
38 H -4.341 -3.172 0.481
39 H -1.521 -5.582 0.057
40 H 2.622 -2.124 0.829
41 H -4.177 -4.196 -0.963
42 C 3.214 1.455 -2.373
43 C -0.786 2.999 -0.565
44 H 1.772 0.725 -3.792
45 C 1.122 1.814 2.063
46 N -0.061 1.448 1.265
47 C 2.234 0.570 -2.823
48 H -0.289 3.505 -1.393
49 H -2.751 3.423 1.435
50 C 2.372 -0.737 -0.769
51 H -1.483 3.903 2.567
52 C 1.496 3.263 2.106


Entry 6:
# C17H30FNO6S2

A 5-piece molecular cluster, C17H30FNO6S2 overall in a non-equilibrium geometry (ωB97M-V/def2-TZVPD, the OMol25 dataset).

Output
Max |F| ... 13.75 eV/Å
Orbital gap ... 9.2 eV
HOMO ... -0.3259 Ha

Positions of all 57 atoms, in Å:
1 H 30.040 18.515 27.563
2 F 28.482 20.336 34.909
3 H 27.737 24.158 32.576
4 C 28.003 26.162 25.877
5 S 24.191 23.365 26.743
6 C 28.287 22.437 31.165
7 C 28.001 23.017 32.445
8 C 29.841 17.213 25.930
9 C 29.337 18.300 26.826
10 H 24.030 24.136 29.073
11 H 28.271 22.981 30.443
12 H 27.231 26.486 26.439
13 O 28.459 19.735 23.475
14 O 26.874 18.657 25.010
15 H 25.486 24.600 28.487
16 H 28.508 18.297 27.438
17 C 28.992 17.336 24.657
18 H 30.752 17.129 25.736
19 H 29.946 16.084 26.399
20 H 29.528 17.219 23.795
21 C 28.960 19.478 26.073
22 H 28.920 22.357 27.745
23 O 27.700 24.614 23.002
24 C 25.546 22.629 28.867
25 O 28.593 23.006 27.147
26 O 24.808 24.319 25.899
27 H 25.556 22.630 29.873
28 H 29.776 23.454 25.182
29 C 29.589 23.600 24.152
30 H 28.215 20.192 26.417
31 C 25.088 21.374 28.113
32 H 28.230 24.204 26.351
33 C 28.179 22.397 33.700
34 H 29.883 20.097 25.634
35 H 25.869 20.606 27.995
36 H 24.222 21.154 28.677
37 H 26.717 22.646 28.593
38 H 28.785 26.146 26.585
39 C 28.549 21.016 31.185
40 N 27.759 24.745 25.455
41 H 28.110 16.539 24.623
42 S 28.207 18.924 24.657
43 H 28.629 19.132 32.498
44 C 28.325 20.909 33.641
45 C 24.784 23.758 28.423
46 H 28.845 20.509 30.392
47 H 30.259 24.124 23.454
48 C 24.980 21.802 26.656
49 H 24.426 21.106 25.970
50 C 28.442 20.274 32.403
51 H 25.892 22.123 26.198
52 H 26.873 24.692 25.357
53 O 22.814 23.226 26.918
54 C 28.280 24.411 24.072
55 H 28.085 23.005 34.667
56 H 29.423 22.498 24.169
57 H 28.156 26.741 24.995


Entry 7:
# C17H30HfN3O4P

C17H30HfN3O4P as an isolated structure in a non-equilibrium geometry (ωB97M-V/def2-TZVPD, the OMol25 dataset).

Output
Max |F| ... 11.61 eV/Å
Orbital gap ... 4.9 eV
Charge ... +4
HOMO ... -0.8185 Ha

Positions of all 56 atoms, in Å:
1 C -3.434 -0.913 -1.371
2 H 5.932 0.289 0.413
3 H -1.045 2.837 -2.999
4 C 3.912 -3.315 1.871
5 H -0.216 4.035 -1.984
6 H -1.158 0.617 -3.496
7 H -0.862 3.031 0.060
8 H -4.126 -0.637 -0.572
9 N 2.460 -1.607 0.946
10 N 4.787 -1.471 0.670
11 O 1.213 0.402 -3.719
12 H -2.193 -0.586 2.752
13 H -3.121 3.140 -2.021
14 H 6.017 -3.007 1.337
15 C -1.340 2.616 -0.845
16 H 0.453 2.395 -2.162
17 P -1.318 0.782 -0.447
18 C 3.563 -0.959 0.527
19 C -0.081 -1.707 -0.112
20 C 2.635 -2.753 1.643
21 H -3.113 1.118 -1.963
22 H -4.029 -1.190 -2.248
23 Hf 1.239 -0.083 -0.439
24 C 4.980 -2.674 1.307
25 H -0.433 -0.552 2.686
26 H -2.542 -0.436 -3.823
27 C -2.462 0.778 1.046
28 H 1.701 -4.218 2.648
29 H -3.420 1.034 0.564
30 H 4.005 -4.238 2.449
31 C 5.876 -0.734 0.008
32 C 1.296 0.257 -2.555
33 H -3.473 2.982 -0.282
34 N 1.562 -3.370 2.126
35 C -1.787 -0.165 -3.072
36 H -2.869 -1.799 -1.073
37 H -2.615 1.720 2.992
38 H -2.387 2.887 1.677
39 C -0.480 2.969 -2.068
40 C -2.499 0.220 -1.784
41 H -2.579 4.375 -0.893
42 C -2.649 -0.579 1.757
43 O 3.392 0.111 -0.170
44 H 0.648 -2.969 1.918
45 C -2.112 1.888 2.033
46 C -2.720 3.290 -1.011
47 H -1.047 1.880 2.254
48 H -1.165 -1.051 -2.924
49 H -0.006 -1.118 3.043
50 O -0.611 -2.768 -0.050
51 H 6.812 -1.250 0.209
52 O 0.867 2.177 1.879
53 H -2.225 -1.408 1.180
54 C 0.765 1.207 1.200
55 H 5.719 -0.697 -1.083
56 H -3.715 -0.781 1.971


Entry 8:
# C17H30InN2O3S2

C17H30InN2O3S2 as an isolated structure in a non-equilibrium geometry (ωB97M-V/def2-TZVPD, the OMol25 dataset).

Output
Max |F| ... 4.93 eV/Å
Orbital gap ... 6.8 eV
Charge ... -1
HOMO ... -0.1773 Ha

Positions of all 55 atoms, in Å:
1 N 3.243 3.969 -2.847
2 H 0.807 -5.866 0.757
3 H 0.033 2.188 -2.635
4 H 0.091 -0.148 2.643
5 H 0.521 -4.543 1.897
6 H -4.591 0.612 -0.114
7 C -5.476 3.163 -1.515
8 H -4.457 4.729 -0.258
9 C 4.363 -6.229 1.978
10 C -2.058 3.896 -0.546
11 S -0.962 4.441 0.831
12 O 2.130 -4.258 0.688
13 C 1.118 2.437 -2.373
14 N -3.163 2.933 -0.397
15 C 1.902 3.559 -3.078
16 C 3.342 2.093 -0.961
17 C 0.344 0.712 1.925
18 C -0.979 1.621 1.625
19 H 3.322 -4.172 -0.967
20 C -4.500 0.989 -1.201
21 H 4.984 3.560 -1.589
22 O -5.683 1.734 -1.586
23 H 2.127 -1.491 0.007
24 C 3.897 3.253 -1.807
25 C 2.087 -5.869 2.513
26 H 2.569 -5.151 3.187
27 H 1.396 -6.475 3.106
28 H -6.497 3.669 -1.461
29 H -4.987 3.490 -2.510
30 C -4.497 3.588 -0.303
31 H -1.236 1.518 0.523
32 H 4.757 -6.261 2.999
33 C 2.517 -4.792 -0.569
34 H 2.881 -5.819 -0.481
35 H 3.970 1.602 -0.155
36 H -4.976 3.205 0.677
37 O 3.048 -6.764 1.954
38 S -1.732 4.603 -2.054
39 H -1.860 1.141 2.199
40 C -0.822 3.135 2.137
41 H -0.515 -0.740 -0.922
42 H 0.245 3.225 2.568
43 C 1.299 -5.150 1.424
44 H -2.265 1.098 -1.267
45 H 4.393 -5.203 1.605
46 H 4.995 -6.849 1.340
47 H 1.334 4.127 -3.903
48 In 0.993 -0.112 -0.108
49 H -1.515 3.300 3.043
50 H -4.456 0.079 -1.909
51 C -3.123 1.836 -1.395
52 H 1.228 1.339 2.301
53 H -3.124 2.169 -2.486
54 H 1.672 -4.757 -1.263
55 C 1.870 1.633 -1.268